Record 1
Here is a cluster of 6 separate species, C27H33BF4INO25S5 in total in a non-equilibrium geometry from OMol25. Energies are from wB97M-V/def2-TZVPD.

Geometry as XYZ:
```
97
Properties=species:S:1:pos:R:3:forces:R:3:lowdin_charge:R:1
N 0.134088 -2.311560 -0.786073 0.20 0.00 0.29 0.116
C 0.107425 -1.893851 0.598841 -0.23 0.54 0.99 -0.454
O 1.086530 -1.459951 1.174122 -0.27 -0.65 -0.65 0.071
C -1.200307 -2.033475 1.453913 -0.24 -0.10 -0.27 -0.078
C -1.735126 -0.639424 1.996916 -0.18 -0.35 -0.25 -0.103
C -2.167536 0.300122 0.834722 -0.71 1.48 -1.56 -0.069
C -3.496341 0.125649 0.199528 0.55 1.65 -0.67 -0.066
B -4.538426 -1.026048 0.664225 -0.01 -0.58 -0.37 -0.702
O -5.248522 -1.000832 1.858726 1.77 -3.10 -1.63 0.092
O -4.665473 -2.126451 -0.217992 0.71 0.93 1.02 0.091
C -3.921770 0.997630 -0.911471 2.17 0.19 0.93 -0.538
I -5.891409 0.681101 -1.761648 1.21 0.45 0.41 0.998
C -3.039898 2.047938 -1.445432 0.58 -1.10 1.47 -0.042
C -1.724905 2.205919 -0.854012 -0.73 -1.43 1.02 -0.052
C -1.313725 1.350650 0.284318 -0.52 -0.10 -0.61 -0.002
C 0.122623 1.636115 0.851359 -0.60 0.36 -1.45 -0.267
O 0.403048 1.591460 2.018898 0.08 -0.15 -0.46 0.129
C 1.172256 2.036982 -0.241663 0.65 0.20 -0.13 -0.053
C 2.650327 1.506424 -0.121560 -1.09 -0.62 0.28 -0.070
C 2.688787 0.228431 -1.095171 0.42 1.58 -0.69 -0.080
C 4.101480 -0.164641 -1.608120 -1.66 -1.62 1.17 -0.165
F 4.945056 0.801282 -2.069104 -0.88 -1.21 0.36 0.078
C 4.414230 -1.486645 -1.615804 1.01 2.40 -0.91 -0.244
F 5.586091 -1.856245 -2.223288 -1.67 -0.69 1.20 0.088
F 3.609927 -2.452413 -1.099421 1.49 0.74 -0.97 0.084
C 0.792163 2.802678 -1.295515 -0.39 -1.11 1.09 -0.115
F 1.719328 3.107789 -2.258422 -1.42 0.18 0.89 0.073
C -0.704128 3.267612 -1.385011 0.44 -0.78 0.01 -0.246
O -1.023489 4.346439 -1.803051 -0.01 -0.47 -0.11 0.138
H -0.053146 -1.528482 -1.421939 -0.41 -0.32 0.34 0.098
H 1.069942 -2.649370 -1.043756 -0.31 0.41 0.37 0.067
H -2.002729 -2.598901 0.904174 0.78 0.62 0.43 0.114
H -0.913238 -2.634103 2.362857 -0.18 0.48 -0.96 0.132
H -0.964443 -0.197604 2.671462 -0.59 -0.16 -0.84 0.116
H -2.628737 -0.862437 2.642254 0.73 0.27 -0.70 0.127
H -5.371384 -1.944172 2.098448 -0.41 0.54 -0.19 0.139
H -3.969782 -2.083001 -0.897792 -0.56 -0.04 0.21 0.101
H -3.337894 2.703262 -2.291470 0.16 -0.61 0.79 0.113
H 2.825732 1.221050 0.946230 -0.10 0.10 -0.92 0.116
H 3.412879 2.276133 -0.385337 -0.77 -0.58 -0.08 0.123
H 2.086393 0.555893 -1.994955 0.76 -0.43 0.66 0.128
H 2.136817 -0.637994 -0.659797 0.89 0.78 -0.14 0.075
O -7.873092 0.303890 3.618385 0.42 0.06 -0.08 -0.211
S -6.942922 1.292298 3.189609 0.07 0.49 -0.05 0.645
O -5.760020 0.968915 2.477265 -1.01 2.10 0.77 -0.223
O -6.552088 2.203946 4.467524 -0.51 -0.28 -0.27 -0.185
C -6.872628 3.570614 4.201033 0.24 0.43 -0.25 -0.171
C -8.037392 3.523416 3.229539 -0.40 0.05 0.42 -0.173
O -7.748124 2.426024 2.361992 0.53 -0.15 0.20 -0.189
H -5.997916 4.044104 3.747929 -0.05 0.03 0.01 0.134
H -7.126483 4.088646 5.124535 0.03 -0.24 0.06 0.135
H -8.142529 4.445238 2.660482 0.09 -0.18 -0.18 0.135
H -8.975695 3.307348 3.747621 0.03 0.08 0.02 0.133
O 7.018293 0.384434 4.193858 -0.38 0.14 -0.27 -0.203
S 6.436723 0.139944 2.921260 0.20 -0.43 0.09 0.615
O 5.459329 0.988208 2.337739 0.18 0.21 0.13 -0.222
O 5.877635 -1.370421 2.903904 0.48 0.44 0.21 -0.177
C 6.495474 -2.093786 1.843646 -0.06 -0.29 -0.68 -0.166
C 7.856662 -1.452706 1.652896 0.28 -0.51 0.31 -0.162
O 7.625793 -0.057934 1.845593 -0.58 0.15 -0.01 -0.206
H 5.874759 -1.977346 0.950712 0.07 -0.04 -0.03 0.118
H 6.573259 -3.150171 2.096257 -0.11 0.11 0.20 0.140
H 8.273228 -1.639763 0.664849 -0.08 0.24 0.00 0.138
H 8.563459 -1.792536 2.414350 -0.02 -0.03 -0.04 0.137
O 2.660428 -7.947145 2.199448 0.27 -0.04 -0.34 -0.217
S 2.913148 -7.504946 0.871938 -0.18 0.26 -0.03 0.628
O 3.526427 -8.330777 -0.108227 -0.22 0.02 0.33 -0.216
O 3.720810 -6.106741 0.951728 -0.47 -0.35 0.21 -0.188
C 2.985588 -5.086625 0.273087 -0.08 0.20 -0.49 -0.186
C 1.529864 -5.497233 0.395294 -0.09 0.35 0.47 -0.174
O 1.537590 -6.919224 0.257261 0.67 -0.11 -0.16 -0.183
H 3.306272 -5.072851 -0.771647 -0.04 0.03 0.02 0.130
H 3.179290 -4.114422 0.723936 0.09 -0.17 0.16 0.122
H 0.901938 -5.039973 -0.367857 -0.02 -0.28 -0.06 0.123
H 1.132323 -5.255177 1.384973 0.02 0.08 -0.04 0.136
O 9.402407 6.185477 -0.143969 -0.26 0.02 0.33 -0.222
S 8.297203 5.537763 0.475005 -0.02 -0.40 -0.08 0.627
O 7.395805 6.217026 1.338216 0.26 0.06 -0.33 -0.217
O 8.844295 4.218004 1.228914 0.00 0.43 -0.56 -0.184
C 8.179600 3.060445 0.716380 -0.51 -0.32 0.12 -0.172
C 7.818311 3.410224 -0.714294 0.47 -0.29 -0.22 -0.165
O 7.438123 4.786978 -0.670178 0.00 0.15 0.65 -0.187
H 7.284266 2.885838 1.318548 0.01 -0.04 -0.05 0.122
H 8.830855 2.190286 0.776240 0.12 0.20 0.09 0.129
H 7.004544 2.797991 -1.099558 -0.12 0.25 0.04 0.128
H 8.684912 3.319624 -1.374985 -0.02 -0.06 0.02 0.134
O -6.520622 -0.598673 -5.332861 -0.28 -0.32 0.03 -0.244
S -7.905068 -0.886983 -5.180483 -0.18 0.23 -0.18 0.595
O -8.379085 -2.092950 -4.598447 0.31 0.28 0.01 -0.213
O -8.622904 -0.684497 -6.613134 0.41 0.24 0.46 -0.186
C -9.656557 0.296625 -6.500937 -0.55 0.02 0.15 -0.169
C -9.208756 1.218831 -5.382556 0.23 0.42 -0.39 -0.170
O -8.602520 0.356465 -4.417313 -0.12 -0.61 -0.20 -0.222
H -10.586676 -0.215934 -6.243086 0.01 0.06 -0.01 0.134
H -9.784171 0.824328 -7.444662 0.21 -0.15 -0.03 0.136
H -10.036776 1.769143 -4.939888 0.08 -0.18 0.20 0.136
H -8.449302 1.923779 -5.731053 -0.07 0.01 -0.03 0.135
```
Positions in Å, forces in eV/Å.

## Properties
SMILES string   NC(=O)CCc1c(B(O)O)c(I)cc2c1C(=O)C(CCC(F)=C(F)F)=C(F)C2=O.O=S1(=O)OCCO1.O=S1(=O)OCCO1.O=S1(=O)OCCO1.O=S1(=O)OCCO1.O=S1(=O)OCCO1
Frontier orbital gap   8.07 eV

Record 2
Here is the molecule C5H8O2 in a non-equilibrium geometry from OMol25. Energies are from wB97M-V/def2-TZVPD.

Geometry as XYZ:
```
15
Properties=species:S:1:pos:R:3:forces:R:3:nbo_charge:R:1
C -0.785884 -0.965631 1.136011 -0.01 0.01 -0.02 -0.641
C -0.303165 0.223443 0.324794 0.13 -0.42 -0.26 0.252
O -0.853545 1.445725 0.775450 -0.24 -0.09 -0.21 -0.708
C 1.238002 0.435827 0.169952 0.07 0.12 0.06 -0.434
C 1.078966 0.304849 -1.340051 0.37 0.29 -0.08 0.054
O 0.571429 -0.996090 -1.552800 0.43 -0.59 0.20 -0.495
C -0.351114 0.045180 -1.231174 -0.02 -0.36 0.14 -0.003
H -0.338813 -1.886743 0.751042 -0.06 0.14 0.06 0.232
H -0.517144 -0.851684 2.191812 -0.01 0.02 -0.17 0.219
H -1.877834 -1.062209 1.067607 0.15 0.04 0.01 0.203
H -1.815696 1.365065 0.741750 0.10 0.07 0.06 0.467
H 1.517992 1.438390 0.490644 -0.06 -0.04 0.08 0.229
H 1.891967 -0.318533 0.621195 -0.16 0.16 -0.09 0.216
H 1.635194 0.778470 -2.138795 0.04 -0.09 0.07 0.200
H -1.090354 0.043943 -2.007440 -0.74 0.76 0.17 0.208
```
Positions in Å, forces in eV/Å.

## Properties
Energy above the lowest of the compared OMol25 structures with the same formula, charge and spin   54.9 kcal per mole
SMILES string   C[C@@]1(O)C[C@H]2O[C@H]21
Frontier orbital gap   10.67 eV

Record 3
Here is a structure of composition C14H27N4OPSTl in a non-equilibrium geometry from OMol25. Energies are from wB97M-V/def2-TZVPD.

Geometry as XYZ:
```
49
Properties=species:S:1:pos:R:3:forces:R:3:lowdin_spin:R:1
C 1.999854 1.777969 -2.061916 0.20 -0.61 -0.14 0.006
C 0.871609 2.714454 -1.608119 0.48 0.46 -0.58 0.001
N 0.117791 2.369881 -0.551841 0.01 -0.35 -0.22 -0.004
C -0.868059 3.191096 -0.154064 0.07 0.97 -0.34 0.000
C -1.136008 4.375485 -0.870781 0.09 -0.50 0.81 0.000
C -0.262349 4.796589 -1.869605 -0.44 -0.18 0.50 0.000
C 0.770717 3.957196 -2.259158 -0.22 -0.59 0.61 0.000
C -1.670736 2.893554 1.123720 -0.42 0.39 -1.52 0.003
P -1.983915 1.072912 1.246315 -0.08 0.95 1.57 0.025
H 1.490410 4.252961 -3.016578 -0.18 -0.15 0.04 0.000
H -2.001657 4.954582 -0.537408 0.45 0.08 -0.30 0.000
H -0.406510 5.780480 -2.283251 0.05 0.06 -0.34 0.000
C 0.908829 -0.080158 -3.300697 -0.01 0.12 -0.48 0.001
C 2.784467 -0.542493 -1.826002 0.27 0.14 -0.22 0.033
H -2.659711 3.354710 0.978299 0.15 -0.13 -0.10 0.000
H 2.863730 1.879515 -1.382143 -0.37 0.03 -0.19 0.000
H 2.367641 2.037474 -3.073448 -0.23 0.31 0.45 0.003
C -3.830875 0.977139 1.087439 0.14 -0.41 -0.41 0.003
C -1.794934 0.880478 3.071218 0.04 -0.67 0.12 0.004
H -4.120916 -0.063772 1.346167 0.01 0.65 -0.15 0.000
H -4.326439 1.691123 1.777223 0.37 -0.42 -0.40 0.001
H -4.134275 1.176763 0.040237 0.07 -0.09 0.60 0.000
H -1.341544 -0.109902 3.258137 -0.26 0.45 0.25 0.000
H -1.136495 1.664161 3.485842 -0.36 -0.44 -0.18 0.000
H -2.797053 0.916214 3.536784 0.60 0.05 -0.02 0.001
H 3.547443 -0.574535 -2.626335 -0.38 -0.04 0.18 0.010
H 3.229928 -0.163886 -0.905396 0.51 -0.23 -0.47 0.010
H 2.404025 -1.547937 -1.587957 0.27 0.06 -0.42 -0.001
H 1.538944 -0.057984 -4.212404 -0.30 -0.04 0.35 0.000
H 0.529524 -1.103397 -3.146020 0.22 0.28 -0.21 0.000
H 0.044246 0.577937 -3.446374 0.18 -0.08 -0.02 0.000
Tl 0.099106 -0.547209 -0.228603 0.13 1.98 -0.09 0.024
H -1.389669 -0.934449 -0.840104 0.27 -0.62 -0.45 0.010
O 2.070095 0.111431 0.460879 -0.26 0.83 1.25 0.482
H -1.305897 3.466092 1.998967 0.36 -0.88 -0.30 0.000
H 1.997949 0.987942 0.903244 -0.29 -0.35 -0.02 0.002
N 1.654245 0.338760 -2.111951 -0.94 -0.40 0.37 0.040
S 1.395021 -1.794859 1.743252 0.08 -0.16 0.57 0.262
C 0.862953 -3.409471 1.620066 -0.95 -3.11 -0.55 0.044
N -0.185653 -3.954314 0.935218 0.48 1.42 0.29 0.003
C -0.372891 -5.384470 1.174193 -0.13 -0.47 -0.03 0.001
C 0.822396 -5.722253 2.075427 0.37 -0.47 0.41 0.005
N 1.505533 -4.438086 2.219573 0.11 1.82 0.05 0.028
H -0.853131 -3.403771 0.407247 0.24 -0.16 0.31 -0.001
H -0.337337 -5.949920 0.231521 -0.11 0.26 0.32 0.000
H -1.322005 -5.587954 1.695020 0.28 0.19 -0.34 0.000
H 1.502004 -6.449976 1.619150 -0.15 0.15 0.09 0.002
H 0.528358 -6.095881 3.065836 0.01 0.08 -0.35 0.000
H 2.331242 -4.280219 2.799183 -0.44 -0.19 -0.31 0.001
```
Positions in Å, forces in eV/Å.

## Properties
Total charge   +2
2S+1   2
Frontier orbital gap (spin up / spin down)   8.14 / 4.89 eV

Record 4
Here is a cluster of 2 separate species, C5H10O2 in total from OMol25. Energies are from wB97M-V/def2-TZVPD.

Geometry as XYZ:
```
17
Properties=species:S:1:pos:R:3:forces:R:3:nbo_charge:R:1
C -0.625516 -1.637981 1.008939 0.02 0.00 -0.08 -0.656
C -0.505104 -0.178016 1.343389 0.20 0.01 0.17 -0.045
C 0.703248 0.488019 1.430189 -0.12 -0.25 0.29 -0.363
O 0.630889 1.719793 -0.125290 -0.36 0.29 -0.57 -0.515
C -0.214477 1.054223 -0.975562 -0.16 -0.77 0.14 0.469
C 0.454898 0.177253 -2.026341 0.03 0.02 -0.04 -0.685
O -1.342124 0.738854 -0.515323 0.29 0.26 -0.10 -0.566
H -1.512416 -1.836093 0.402298 0.12 0.02 0.08 0.235
H -0.721169 -2.219205 1.937882 0.02 0.14 -0.17 0.223
H 0.259187 -2.006233 0.477911 -0.13 0.07 0.09 0.207
H -1.374872 0.272588 1.813705 0.15 -0.03 -0.12 0.216
H 1.626970 -0.049153 1.220536 -0.18 0.09 -0.04 0.206
H 0.790868 1.360337 2.068856 -0.02 -0.13 -0.15 0.226
H -0.031985 2.275582 -1.231086 0.24 0.01 0.29 0.375
H 0.835498 -0.739065 -1.549869 -0.12 0.27 0.03 0.223
H -0.271260 -0.115602 -2.790342 0.11 0.09 0.16 0.230
H 1.297363 0.694700 -2.489894 -0.08 -0.07 0.03 0.220
```
Positions in Å, forces in eV/Å.

## Properties
Energy above the lowest of the compared OMol25 structures with the same formula, charge and spin   129.4 kcal per mole
Frontier orbital gap (spin up / spin down)   8.43 / 8.43 eV

Record 5
Here is the molecule C3H3NO3 in a non-equilibrium geometry from OMol25. Energies are from wB97M-V/def2-TZVPD.

Geometry as XYZ:
```
10
Properties=species:S:1:pos:R:3:forces:R:3:nbo_charge:R:1
O 3.751830 -0.583871 0.135001 -0.94 -0.24 0.10 -0.496
C 2.603214 -0.340521 0.090552 -1.62 3.51 -0.13 0.883
O 1.541361 -1.062185 -0.281228 1.87 -2.14 -0.03 -0.481
C 0.311908 -0.457139 -0.305590 -4.10 -0.12 -1.28 -0.110
C 0.494824 0.925478 0.178154 -0.72 0.73 2.73 0.119
O 1.192079 1.733487 -0.681125 -0.39 0.85 -1.88 -0.351
N 1.868053 1.263890 0.456473 1.55 -3.26 1.22 -0.175
H -0.607040 -1.014455 0.238936 2.72 0.85 -0.72 0.207
H -0.073003 -0.372509 -1.390628 0.77 -0.33 1.41 0.211
H -0.267706 1.292221 0.935483 0.87 0.14 -1.41 0.192
```
Positions in Å, forces in eV/Å.

## Properties
Energy above the lowest of the compared OMol25 structures with the same formula, charge and spin   107.8 kcal per mole
SMILES string   O=C1OC[C@@H]2ON12
Frontier orbital gap   10.38 eV

Record 6
Here is the molecule C5H9NO from OMol25. Energies are from wB97M-V/def2-TZVPD.

Geometry as XYZ:
```
16
Properties=species:S:1:pos:R:3:forces:R:3:nbo_charge:R:1
C 0.093702 -1.715387 1.481707 -0.01 -0.02 0.04 -0.727
C 1.125146 -0.762956 0.922386 0.21 0.00 0.08 0.584
O 2.272150 -0.750200 1.319126 -0.36 -0.09 -0.18 -0.542
C 0.712635 0.239577 -0.116930 0.25 0.02 0.00 -0.191
C -0.281132 1.273003 0.294113 -0.09 0.22 0.17 -0.235
N -0.632737 0.247165 -0.658805 -0.05 -0.06 0.01 -0.393
C -0.762792 0.686069 -2.040924 0.01 0.02 -0.15 -0.413
H 0.308133 -1.893788 2.538186 -0.02 0.03 -0.16 0.238
H -0.931241 -1.366949 1.338072 0.16 0.00 -0.01 0.235
H 0.196146 -2.670379 0.953235 -0.02 0.13 0.03 0.245
H 1.532793 0.576277 -0.751490 -0.11 -0.01 0.11 0.216
H -0.094707 2.285701 -0.061588 -0.11 -0.15 -0.01 0.199
H -0.756022 1.201934 1.270682 0.07 0.03 -0.14 0.205
H -1.812405 0.924729 -2.239884 0.17 -0.03 0.04 0.207
H -0.458544 -0.120631 -2.714281 -0.06 0.08 0.11 0.204
H -0.157178 1.579804 -2.269352 -0.04 -0.17 0.07 0.170
```
Positions in Å, forces in eV/Å.

## Properties
Energy above the lowest of the compared OMol25 structures with the same formula, charge and spin   45.9 kcal per mole
SMILES string   CC(=O)[C@@H]1CN1C
Frontier orbital gap   10.34 eV

Electronic energy values (in eV) by entry order: -155028.871; -9407.453; -47763.270; -9437.432; -10788.024; -8867.224.